1.
{
  "formula": "C79H180F2N4O6P4S2",
  "method": "ωB97M-V/def2-TZVPD",
  "homo_energy_ev": [-19.803, -19.803],
  "total_charge": 7,
  "max_force_ha_per_bohr": 0.2100,
  "spin_multiplicity": 2,
  "s_squared": 0.752,
  "symbols": ["S", "S", "P", "P", "P", "P", "F", "F", "O", "O", "O", "O", "O", "O", "N", "N", "N", "N", "C", "C", "C", "C", "C", "C", "C", "C", "C", "C", "C", "C", "C", "C", "C", "C", "C", "C", "C", "C", "C", "C", "C", "C", "C", "C", "C", "C", "C", "C", "C", "C", "C", "C", "C", "C", "C", "C", "C", "C", "C", "C", "C", "C", "C", "C", "C", "C", "C", "C", "C", "C", "C", "C", "C", "C", "C", "C", "C", "C", "C", "C", "C", "C", "C", "C", "C", "C", "C", "C", "C", "C", "C", "C", "C", "C", "C", "C", "C", "H", "H", "H", "H", "H", "H", "H", "H", "H", "H", "H", "H", "H", "H", "H", "H", "H", "H", "H", "H", "H", "H", "H", "H", "H", "H", "H", "H", "H", "H", "H", "H", "H", "H", "H", "H", "H", "H", "H", "H", "H", "H", "H", "H", "H", "H", "H", "H", "H", "H", "H", "H", "H", "H", "H", "H", "H", "H", "H", "H", "H", "H", "H", "H", "H", "H", "H", "H", "H", "H", "H", "H", "H", "H", "H", "H", "H", "H", "H", "H", "H", "H", "H", "H", "H", "H", "H", "H", "H", "H", "H", "H", "H", "H", "H", "H", "H", "H", "H", "H", "H", "H", "H", "H", "H", "H", "H", "H", "H", "H", "H", "H", "H", "H", "H", "H", "H", "H", "H", "H", "H", "H", "H", "H", "H", "H", "H", "H", "H", "H", "H", "H", "H", "H", "H", "H", "H", "H", "H", "H", "H", "H", "H", "H", "H", "H", "H", "H", "H", "H", "H", "H", "H", "H", "H", "H", "H", "H", "H", "H", "H", "H", "H", "H", "H", "H", "H", "H", "H", "H", "H", "H", "H", "H", "H", "H", "H", "H", "H", "H"],
  "coordinates": [[0.333, -1.151, -0.427], [1.358, 0.431, 1.016], [0.385, 1.780, 10.119], [0.503, -4.908, -9.145], [0.907, 3.851, -2.667], [-6.331, -2.175, 0.501], [0.545, -2.797, -0.679], [2.881, 0.886, 1.017], [1.053, 0.391, 2.473], [2.916, -0.421, -2.675], [0.182, -0.779, -1.842], [0.916, 1.552, 0.174], [-0.851, -1.038, 0.434], [2.820, -1.747, 4.098], [1.668, -1.075, 0.277], [5.425, 5.171, 1.914], [3.874, -1.720, -0.919], [2.334, -2.878, 2.115], [2.971, -6.850, -11.190], [-6.570, -4.554, 3.919], [0.805, 1.219, 7.336], [-7.104, -6.031, 3.439], [0.814, 6.153, -6.882], [-0.380, -4.848, -7.565], [-0.151, -0.712, 6.009], [-0.433, -4.067, -5.059], [-8.157, 0.620, -0.429], [6.766, 5.811, 2.510], [-5.466, -0.774, 1.291], [5.901, 3.648, -2.447], [1.035, -3.337, -9.755], [-4.951, -1.260, -1.779], [-9.043, 1.655, -1.165], [-0.273, -0.046, -6.403], [3.984, -2.447, -3.341], [1.179, -0.486, -11.232], [2.670, 3.423, -2.187], [0.996, -3.384, 2.594], [-0.014, 2.371, -3.282], [3.450, 4.431, 10.957], [-2.371, 0.502, 3.135], [0.376, 1.955, -4.726], [1.784, -6.123, -8.931], [4.677, 3.648, 10.714], [0.260, -4.036, -6.432], [5.133, -1.020, -0.307], [0.135, 0.779, 6.057], [4.739, -3.056, 3.219], [1.220, 0.339, 10.933], [0.138, 4.486, -1.221], [-2.518, 1.666, 10.673], [-2.835, -7.049, -10.800], [-1.878, -6.583, -9.768], [3.093, -6.262, -9.753], [-4.942, 1.528, 11.359], [0.435, -0.864, 11.546], [-3.975, -7.752, -10.192], [-0.364, 5.484, -4.688], [-1.444, 4.536, -1.282], [4.242, 5.349, 2.974], [-1.131, 2.262, 11.143], [-3.580, 2.143, 11.613], [0.983, 5.124, -3.918], [3.588, 2.898, -3.259], [7.532, 4.612, 3.107], [1.177, -1.582, 12.712], [0.495, 4.101, 3.374], [5.104, 5.953, 0.647], [-3.829, 0.420, 2.589], [-8.541, -0.832, -0.596], [-0.038, -2.198, -9.684], [-0.204, 1.112, 8.548], [5.832, 3.644, 1.746], [0.169, 0.438, -5.006], [-8.111, -1.814, 0.477], [-3.974, -1.521, -2.921], [-6.873, -3.488, 3.012], [1.616, 3.102, 9.774], [-0.150, 6.587, -5.738], [-2.140, 5.651, -0.483], [-0.740, -5.663, -10.354], [3.252, -2.456, 3.236], [0.180, -3.266, -3.920], [4.935, 2.495, -2.609], [-6.090, -3.618, 1.654], [-1.701, 5.799, 0.959], [2.561, -2.240, 12.127], [3.540, -1.423, -2.385], [1.858, 4.601, 3.642], [7.348, 3.554, 1.995], [2.940, 4.599, 2.533], [-4.217, -0.968, 2.115], [2.549, -8.274, -11.294], [0.767, -0.844, -9.859], [-4.622, -2.265, -4.145], [-5.413, -2.531, -1.019], [2.221, 3.588, 11.151], [-3.775, 3.215, 11.644], [-0.888, 2.005, 12.174], [0.200, -2.188, -4.080], [-0.210, -3.398, -2.910], [-6.638, -2.487, 3.375], [5.576, 1.726, -3.039], [-3.504, -1.490, 1.477], [-4.407, 0.689, 3.473], [1.541, -3.514, -10.704], [0.409, -3.442, 1.677], [2.816, -3.633, 1.648], [-4.227, -1.698, 2.925], [-0.008, 1.544, -2.571], [1.267, 6.062, -3.440], [0.551, 5.479, -1.046], [2.296, 4.184, 4.549], [3.606, 5.012, 11.866], [1.244, -3.470, -3.801], [-1.160, 5.599, -3.952], [4.209, 6.438, 3.009], [-3.326, 1.858, 12.634], [1.615, 4.211, 11.809], [-4.254, -7.392, -9.201], [1.729, 0.773, 7.704], [3.666, -5.335, -9.768], [3.610, -2.136, -4.317], [1.469, -8.420, -11.297], [0.302, -0.466, -11.879], [1.024, -4.409, 2.963], [-1.243, 1.357, 8.331], [-0.531, -5.101, -4.729], [-1.904, 4.643, -2.265], [1.860, 4.908, -4.529], [-8.242, -1.203, -1.576], [-8.766, 1.759, -2.214], [-0.893, -2.326, -10.347], [0.255, -2.978, -6.694], [1.600, 0.507, -11.076], [-5.286, -1.622, -4.723], [-1.794, 4.801, 1.389], [-3.110, -2.000, -2.461], [5.440, -0.124, -0.846], [0.512, 6.439, -7.890], [0.586, 4.046, -0.330], [7.879, 4.042, 1.178], [1.316, 2.348, -5.113], [-4.867, -7.521, -10.774], [-1.323, -4.376, -7.842], [1.864, 5.634, 3.991], [0.482, -0.086, -7.189], [-5.334, 0.038, 0.576], [4.176, 5.476, 0.333], [-6.464, -4.458, 1.070], [5.543, 4.553, -1.956], [3.686, -6.849, -9.051], [0.270, -1.605, 10.764], [3.715, 3.486, -4.169], [3.005, -1.392, -0.521], [2.470, -6.205, -11.911], [-7.150, 0.762, -0.823], [-4.843, 0.500, 11.708], [1.321, -4.230, -6.274], [1.892, -2.981, -9.183], [3.023, -8.902, -10.539], [5.548, 3.193, 0.795], [-7.937, -3.574, 2.791], [2.920, -2.792, 12.996], [0.037, 4.781, 2.656], [-0.672, 4.558, -5.174], [-8.176, -6.204, 3.342], [-4.504, -0.501, -1.137], [-1.830, 3.555, -1.002], [-2.129, 6.624, -0.974], [-0.732, -0.932, 6.904], [3.217, 3.603, 2.185], [2.539, -2.920, 11.276], [4.859, 2.964, 11.543], [-5.030, -3.680, 1.898], [-2.413, 0.595, 10.845], [4.684, 2.905, 9.917], [-3.911, -2.626, -4.889], [-0.083, -6.268, -10.979], [3.883, -2.725, -0.817], [5.958, 3.987, -3.481], [6.461, 6.507, 3.292], [-0.327, 2.457, -5.392], [-0.476, -2.182, -8.686], [1.853, 6.465, -6.786], [0.508, -2.705, 3.293], [7.039, 4.332, 4.038], [0.432, -2.281, 13.091], [-2.308, 6.500, 1.533], [5.294, -2.435, 2.518], [1.915, -1.218, -11.566], [-1.176, 3.351, 11.122], [-2.078, -0.419, 3.638], [-0.878, 0.790, -6.753], [-6.732, -6.799, 4.117], [-4.599, -3.172, -0.682], [-5.125, 1.420, 10.289], [4.688, 4.879, 3.850], [-5.502, -4.773, 3.959], [0.037, -0.114, -9.509], [0.343, 7.450, -5.292], [-0.679, 6.167, 1.051], [6.960, 3.707, -2.195], [2.022, -5.985, -7.876], [4.792, -4.111, 2.950], [0.696, 1.157, 5.203], [7.744, 2.566, 2.228], [2.215, -2.201, 1.375], [-6.265, -0.328, 1.883], [-2.717, 2.012, 9.658], [2.566, 2.697, 11.676], [-6.658, -6.403, 2.517], [-6.107, -3.024, -1.700], [1.133, 0.015, -4.721], [-5.162, -3.194, -3.964], [3.997, -6.717, -11.532], [-5.860, 1.896, 11.816], [5.911, -1.758, -0.503], [-0.343, 0.055, 8.773], [4.948, 6.991, 0.943], [0.491, 3.105, 2.932], [3.139, 2.044, -3.766], [-3.780, -8.822, -10.125], [2.427, 4.963, 1.643], [8.569, 4.805, 3.382], [5.397, 3.010, 2.518], [-0.791, 1.348, 5.965], [-0.708, -5.828, -7.219], [-8.885, 2.697, -0.885], [7.534, 6.241, 1.867], [-8.622, -2.777, 0.493], [-1.102, 6.913, -6.157], [1.137, 2.231, 7.100], [-2.525, -7.618, -11.677], [5.613, 4.120, 10.414], [3.046, -8.609, -12.204], [-3.712, 1.252, 1.894], [2.664, 2.713, -1.360], [-0.149, 4.247, 4.241], [1.341, -7.111, -9.052], [4.792, 1.909, -1.701], [3.387, -3.253, -2.915], [3.400, -1.610, 11.830], [-5.832, -0.723, -2.131], [1.145, 3.844, 9.129], [5.054, -3.048, 4.263], [3.315, 5.116, 10.119], [-0.551, -0.482, 11.810], [-1.056, 2.649, -3.124], [4.897, -0.967, 0.755], [-1.692, 0.822, 2.344], [-3.213, 5.460, -0.487], [-2.327, 1.319, 3.854], [2.416, 2.747, 9.126], [-0.716, -1.111, 5.166], [1.841, 0.740, 11.734], [2.979, 4.347, -1.698], [1.031, 5.085, -6.914], [-3.497, -0.587, -3.217], [0.760, -1.311, 6.007], [-1.458, -3.879, -5.379], [-8.376, -1.309, 1.406], [-8.072, 0.863, 0.630], [1.846, -0.071, 10.140], [-1.109, -4.795, -10.900], [6.035, 5.939, 0.079], [-10.117, 1.476, -1.110], [1.406, -0.876, 13.509], [-0.906, -0.929, -6.311], [-3.038, -6.115, -11.324], [-0.534, -0.161, -4.429], [5.054, -2.645, -3.270], [-6.908, -4.358, 4.936], [-9.618, -0.669, -0.623], [1.687, -0.760, -9.280], [-2.527, -6.135, -9.015], [-1.399, -7.376, -9.194]],
  "mulliken_charge": [0.049, -0.650, 1.210, 1.121, 0.838, 1.452, -0.438, -0.333, 0.206, 0.027, -0.145, 0.073, -0.224, -0.229, -0.145, 0.485, 0.514, 0.729, -0.471, -0.644, -0.913, -1.279, -1.097, -1.385, -0.944, -0.748, 0.076, -0.466, -1.967, -1.571, -1.412, -0.091, -1.479, -1.649, -1.557, -1.368, 0.053, -0.739, -0.258, -0.537, -0.298, -0.512, -1.072, -1.323, -0.279, -0.424, 0.138, -1.223, -1.067, -0.627, -0.254, -0.243, -0.687, -0.989, -1.324, -0.536, -1.067, -0.199, -0.981, -1.136, -1.410, -0.723, -1.211, -0.501, -0.732, -0.689, -0.456, -0.800, -0.818, -0.756, 0.161, -1.148, -0.162, 0.431, -1.440, -0.491, -0.540, -0.810, -0.632, -1.276, -1.310, 0.551, -0.703, 0.316, -1.297, -0.871, -1.130, 0.314, -1.094, -0.643, 0.678, -0.332, -1.157, -0.852, -1.387, -1.046, -0.444, 0.385, 0.623, -0.015, 0.377, 0.424, 0.537, 0.240, 0.331, 0.655, 0.259, 0.548, 0.466, -0.469, 0.800, 0.973, 0.431, 0.364, 0.146, 0.168, 0.562, 0.395, 0.412, 0.413, 0.528, 0.409, 0.343, 0.277, 0.330, 0.430, 0.527, 0.459, 0.514, 0.609, 0.357, 0.339, 0.455, -0.245, 0.412, 0.453, 0.164, 0.137, 0.118, 0.363, 0.252, 0.259, 0.708, 0.381, 0.660, 0.487, 0.183, 0.860, 0.107, 0.649, 0.221, 0.484, 0.332, 0.593, -0.039, 0.345, -0.053, 0.319, 0.459, 0.637, 0.311, 0.029, 0.367, 0.374, -0.156, 0.115, 0.354, 0.147, 0.459, 0.388, 0.366, -0.043, 0.336, 0.337, 0.519, 0.281, 0.281, 0.261, 0.520, 0.521, 0.447, 0.252, 0.483, -0.048, 0.330, 0.166, 0.275, 0.417, 0.386, 0.285, 0.327, 0.748, -0.089, 0.535, 0.414, 0.441, 0.293, 0.342, 0.236, 0.457, 0.326, 0.206, 0.467, 0.597, 0.458, -0.016, 0.453, -0.186, 0.698, 0.392, 0.014, 0.320, 0.649, -0.125, 0.356, 0.435, 0.383, 0.418, 0.375, 0.308, 0.044, -0.081, 0.395, 0.036, 0.440, 0.202, 0.191, 0.709, 0.383, 0.383, 0.602, 0.437, 0.329, 0.445, 0.389, 0.410, 0.378, -0.302, 0.428, 0.511, -0.570, 0.498, 0.314, 0.304, 0.627, 0.369, 0.297, 0.206, 0.842, 0.140, -0.284, 0.465, 0.501, 0.457, -0.021, 0.583, 0.222, 0.183, 0.343, 0.315, 0.204, 0.580, 0.313, 0.353, 0.712, 0.539, 0.382, 0.363, 0.330, 0.472, -0.437, 0.389, 0.402, 0.540, 0.388, 0.412, 0.513]
}

***

2.
{
  "formula": "C7F23N2O23S9Y",
  "method": "ωB97M-V/def2-TZVPD",
  "homo_energy_ev": 0.951,
  "total_charge": -4,
  "max_force_ha_per_bohr": 0.2075,
  "symbols": ["Y", "S", "S", "S", "S", "S", "S", "S", "S", "S", "F", "F", "F", "F", "F", "F", "F", "F", "F", "F", "F", "F", "F", "F", "F", "F", "F", "F", "F", "F", "F", "F", "F", "O", "O", "O", "O", "O", "O", "O", "O", "O", "O", "O", "O", "O", "O", "O", "O", "O", "O", "O", "O", "O", "O", "O", "N", "N", "C", "C", "C", "C", "C", "C", "C"],
  "coordinates": [[-0.042, -0.270, -0.192], [-1.377, -3.301, 1.421], [2.807, 1.911, 0.987], [0.155, 2.187, -3.115], [-2.170, 2.520, 0.079], [1.512, -1.580, -2.885], [2.528, -2.706, 1.280], [-0.429, -0.215, 3.570], [-0.635, -2.481, -2.957], [-3.599, 0.330, -0.220], [5.060, -3.826, 1.519], [-4.090, 3.059, 1.903], [-2.476, 0.436, -2.713], [1.559, 3.234, -5.105], [1.385, 4.201, 1.797], [-2.483, 2.142, 2.786], [-2.208, 4.208, 2.252], [4.813, -1.651, 1.973], [2.263, -0.508, -1.979], [1.570, 1.210, 4.588], [-2.462, -4.267, -0.622], [-2.191, -5.653, 1.108], [2.612, 1.817, -4.073], [-4.491, 1.380, -2.706], [4.602, -2.264, -0.055], [-0.539, -5.206, -0.216], [-1.986, -2.374, -2.134], [2.332, 3.771, -3.159], [3.371, 4.555, 1.147], [1.956, 3.914, -0.389], [-0.476, 1.538, 5.597], [-0.050, 2.474, 3.764], [-4.269, -0.727, -2.636], [-1.862, -0.319, 3.865], [1.579, 1.102, 0.686], [1.587, -0.868, -4.150], [-3.978, -0.943, 0.188], [-3.009, 3.176, -0.891], [3.958, 1.893, 0.012], [-0.617, 3.432, -2.861], [2.149, -2.818, 2.700], [-0.424, -3.902, -2.904], [-0.492, 1.387, -4.230], [2.150, -3.899, 0.555], [-0.792, 2.928, 0.013], [2.318, -2.784, -2.703], [-2.566, -3.098, 2.209], [-0.988, -2.150, 0.560], [-0.118, -0.107, 2.144], [-0.316, -3.768, 2.328], [3.238, 1.787, 2.376], [1.949, -1.458, 0.697], [0.166, -1.461, 4.107], [-0.974, -1.928, -4.217], [-4.649, 1.220, 0.199], [0.343, 1.408, -1.881], [0.348, -1.408, -1.951], [-2.109, 0.715, 0.013], [-3.729, 0.359, -2.209], [2.331, 3.819, 0.851], [-1.664, -4.761, 0.292], [1.751, 2.842, -3.886], [-2.819, 3.056, 1.861], [0.247, 1.354, 4.446], [4.441, -2.662, 1.168]],
  "mulliken_charge": [1.354, 1.139, 1.285, 1.194, 0.252, 0.646, 1.168, 1.554, 0.945, 0.738, -0.226, -0.170, -0.062, -0.222, -0.266, -0.152, -0.237, -0.212, -0.268, -0.180, -0.189, -0.227, -0.242, -0.309, -0.150, -0.173, -0.260, -0.201, -0.250, -0.124, -0.264, -0.191, -0.255, -0.751, 0.544, -0.616, -0.596, -0.502, -0.783, -0.701, -0.640, -0.639, -0.686, -0.665, -0.365, -0.651, -0.691, 0.006, -1.322, -0.645, -0.699, -0.719, -0.615, -0.611, -0.707, 0.338, 0.049, -0.023, 0.526, 0.466, 0.398, 0.463, 0.523, 0.503, 0.366]
}

***

What is the formula in the second record? C7F23N2O23S9Y